Density functional theory data (the ωB97M-V functional and the def2-TZVPD basis) for a molecular structure, CHI3S in a non-equilibrium geometry.

Calculated values
- ΔE to the lowest compared entry with this formula, charge and spin (eV) = 2.811
- highest occupied orbital energy (spin up / spin down) (eV) = -8.06 / -8.06
- LUMO (spin up / spin down) (eV) = -2.59 / -2.60
- frontier orbital gap (spin up / spin down) (Eh) = 0.201 / 0.201

Last column: Mulliken charge in e.
Positions of all 6 atoms, in Å:
C1 0.2159 0.7023 0.1962  -0.760
S1 2.2155 -1.3312 -1.1271  -0.319
I1 1.2293 1.3684 1.8491  0.292
I2 -0.1551 2.2032 -1.3246  0.206
I3 3.8086 0.3378 -0.9538  0.062
H1 -0.3227 -0.1921 0.3145  0.520